(1)
Molecular formula: C22H21AsClCoO4S3
Method: DFT, ωB97M-V with the def2-TZVPD basis set

ORCA input file:
```
! wB97M-V def2-TZVPD RIJCOSX def2/J DEFGRID3
* xyz -2 5
Co -0.917 -0.128 1.254
C -0.911 -1.186 6.122
C -0.568 -1.318 4.689
S -1.163 -0.279 3.423
C 0.213 -2.187 4.057
C 1.016 -3.327 4.548
S 0.119 -1.706 2.384
H -1.592 -0.350 6.315
H -0.008 -1.017 6.718
H -1.398 -2.097 6.486
H 0.923 -3.441 5.634
H 2.079 -3.186 4.324
H 0.688 -4.267 4.091
S 0.104 -1.844 0.215
C 0.319 -2.224 -1.141
C 0.859 -3.406 -1.615
C 0.983 -3.573 -2.996
C 0.559 -2.564 -3.864
C 0.012 -1.378 -3.360
C -0.101 -1.205 -1.980
As -0.680 0.135 -1.190
C -1.148 1.328 -2.838
C -0.117 2.029 -3.498
C -0.354 2.637 -4.733
C -1.621 2.566 -5.318
C -2.655 1.889 -4.664
C -2.420 1.279 -3.427
C 0.913 1.051 -0.476
C 2.116 0.688 -1.093
C 3.337 1.142 -0.591
C 3.367 1.972 0.532
C 2.174 2.352 1.150
C 0.948 1.899 0.649
H 1.180 -4.193 -0.948
H 1.403 -4.487 -3.394
H 0.654 -2.701 -4.933
H -0.296 -0.639 -4.078
H 0.869 2.093 -3.062
H 0.446 3.163 -5.239
H -1.804 3.038 -6.275
H -3.637 1.836 -5.116
H -3.225 0.754 -2.929
H 2.127 0.052 -1.968
H 4.261 0.851 -1.072
H 4.314 2.324 0.920
H 2.197 2.998 2.018
H 0.033 2.200 1.137
O -1.447 2.847 3.886
Cl -2.384 2.281 2.936
O -3.529 1.746 3.646
O -2.824 3.313 2.017
O -1.736 1.217 2.193
H -1.677 1.022 0.453
*
```

Output
- HOMO (alpha / beta): 2.4692 / -1.1269 eV
- M: 614.9 g/mol
- Largest force on an atom: 13.770 eV Å⁻¹

Here are the Mulliken charges for atoms 1 to 5, given in e: number 1, Co, carries -0.31; number 2, C, carries -1.34; number 3, C, carries 0.38; number 4, S, carries 0.18; number 5, C, carries 0.62

(2)
Molecular formula: C22H21BF2N2ORh
Method: DFT, ωB97M-V with the def2-TZVPD basis set

ORCA input file:
```
! wB97M-V def2-TZVPD RIJCOSX def2/J DEFGRID3
* xyz 1 1
Rh -0.591 -0.317 -1.277
C 5.389 0.415 -1.440
C 5.435 -0.935 -1.131
C 4.289 -1.704 -1.246
C 3.096 -1.120 -1.661
C 3.049 0.234 -1.972
C 4.199 0.995 -1.864
N 2.009 -2.021 -1.778
N 0.885 -1.574 -2.026
C -0.106 -2.469 -2.521
C -0.013 -3.736 -3.067
C -1.207 -4.287 -3.512
C -2.412 -3.598 -3.399
C -2.490 -2.329 -2.828
C -1.308 -1.779 -2.377
H 6.284 1.017 -1.364
H 6.363 -1.388 -0.809
H 4.293 -2.764 -1.024
H 2.128 0.677 -2.324
H 4.174 2.046 -2.121
H 0.932 -4.252 -3.154
H -1.204 -5.270 -3.963
H -3.317 -4.066 -3.766
H -3.438 -1.814 -2.743
F -2.101 1.139 -3.218
B -0.886 0.710 -2.936
F 0.087 1.023 -3.775
C -0.019 2.747 5.345
C -0.689 2.214 4.117
C 0.036 1.971 2.952
C -0.560 1.472 1.810
C 0.335 1.237 0.622
C -1.953 1.213 1.823
C -2.685 0.730 0.680
O -2.267 0.506 -0.464
C -2.704 1.455 3.004
C -4.189 1.206 3.096
C -2.054 1.946 4.120
H 1.032 2.963 5.169
H -0.090 2.023 6.159
H -0.509 3.661 5.682
H 1.099 2.179 2.945
H 1.338 1.612 0.813
H -0.028 1.736 -0.284
H 0.485 0.150 0.468
H -3.758 0.578 0.820
H -4.434 0.151 2.963
H -4.748 1.778 2.356
H -4.549 1.503 4.078
H -2.626 2.134 5.020
*
```

Output
- HOMO: -11.4852 eV
- M: 481.1 g/mol
- Largest force on an atom: 1.603 eV Å⁻¹

Here are the Mulliken charges for atoms 1 to 5, given in e: number 1, Rh, carries -0.10; number 2, C, carries -0.41; number 3, C, carries -0.59; number 4, C, carries -0.29; number 5, C, carries 0.19

(3)
Molecular formula: C22H21Br2NO2
Method: DFT, ωB97M-V with the def2-TZVPD basis set

ORCA input file:
```
! wB97M-V def2-TZVPD RIJCOSX def2/J DEFGRID3
* xyz 0 1
C -3.125 -0.416 1.495
C -1.743 -0.376 2.144
C -1.861 -0.375 3.670
C -0.904 -1.598 1.704
C 0.591 -1.497 2.088
O 1.220 -2.545 2.276
N 1.173 -0.272 2.211
C 0.519 0.900 2.019
O 1.086 1.999 2.099
C -0.987 0.889 1.680
H -3.032 -0.424 0.401
H -3.688 -1.313 1.786
H -3.722 0.465 1.769
H -0.867 -0.366 4.124
H -2.405 0.515 4.013
H -2.387 -1.276 4.013
H -1.346 -2.508 2.130
H -0.979 -1.688 0.609
H -1.087 0.963 0.586
H -1.474 1.776 2.104
Br 5.049 2.777 10.818
C 4.775 1.924 9.162
C 3.997 0.748 9.080
C 3.763 0.148 7.845
C 4.277 0.721 6.651
C 3.912 0.204 5.373
C 4.542 0.610 4.210
C 4.030 0.379 2.948
C 4.710 0.813 1.770
C 4.076 0.669 0.516
C 4.676 1.130 -0.650
C 5.934 1.770 -0.591
Br 6.730 2.451 -2.158
C 6.601 1.900 0.645
C 6.005 1.414 1.805
C 5.118 1.864 6.766
C 5.354 2.466 7.996
H 3.572 0.319 9.983
H 3.167 -0.765 7.765
H 3.103 -0.521 5.289
H 5.491 1.145 4.306
H 3.070 -0.118 2.848
H 3.086 0.205 0.517
H 4.170 1.002 -1.602
H 7.577 2.375 0.702
H 6.546 1.516 2.750
H 5.559 2.312 5.870
H 5.973 3.357 8.041
*
```

Output
- HOMO: -7.8672 eV
- M: 491.2 g/mol
- Largest force on an atom: 1.439 eV Å⁻¹

Here are the Mulliken charges for atoms 1 to 5, given in e: number 1, C, carries -2.03; number 2, C, carries 1.88; number 3, C, carries -1.72; number 4, C, carries -0.90; number 5, C, carries 0.10

(4)
Molecular formula: C22H21Cl2N3O5SW
Method: DFT, ωB97M-V with the def2-TZVPD basis set

ORCA input file:
```
! wB97M-V def2-TZVPD RIJCOSX def2/J DEFGRID3
* xyz 2 1
W -0.732 -0.320 -0.537
Cl 0.439 0.906 3.945
C 1.585 0.192 1.533
C 3.059 -0.140 1.710
C 3.841 -0.365 0.639
Cl 5.540 -0.573 0.822
C 3.327 -0.443 -0.760
C 3.977 -0.528 -1.993
C 3.198 -0.628 -3.147
C 1.804 -0.633 -3.099
N 1.184 -0.548 -1.917
C 1.967 -0.480 -0.845
C 1.109 -0.465 0.303
O 0.334 -1.609 0.352
H 3.520 -0.060 2.686
H 5.058 -0.533 -2.063
H 3.679 -0.708 -4.112
H 1.196 -0.696 -3.991
C 1.484 -2.125 3.567
C 0.277 -1.530 2.940
C 0.374 -0.093 2.463
C -0.812 0.368 1.586
C -1.971 -0.520 1.552
C -1.983 -1.774 2.125
C -0.867 -2.263 2.816
S -3.354 0.254 0.817
O -4.040 1.130 1.694
O -2.591 0.842 -0.324
N -4.348 -0.836 0.149
C -4.706 -0.734 -1.302
C -3.892 -1.646 -2.247
C -2.463 -1.395 -1.948
O -1.900 -2.041 -1.008
O -1.821 -0.377 -2.385
H 2.203 -2.377 2.779
H 1.240 -3.041 4.099
H 1.973 -1.427 4.246
H 1.533 1.278 1.378
H -0.993 1.435 1.661
H -2.868 -2.394 2.032
H -0.902 -3.266 3.220
H -5.143 -1.000 0.758
H -4.625 0.299 -1.631
H -5.752 -1.021 -1.367
H -4.134 -1.369 -3.272
H -4.118 -2.696 -2.075
C 2.055 4.429 -1.286
C 0.546 4.202 -1.457
C 0.170 2.825 -1.158
N -0.115 1.741 -0.925
H 2.283 5.465 -1.527
H 2.627 3.789 -1.956
H 2.367 4.243 -0.260
H 0.221 4.409 -2.479
H -0.037 4.847 -0.798
*
```

Output
- HOMO (alpha / beta): -14.5767 / -14.5774 eV
- M: 694.2 g/mol
- Largest force on an atom: 1.046 eV Å⁻¹

Here are the Mulliken charges for atoms 1 to 5, given in e: number 1, W, carries 2.44; number 2, Cl, carries -0.11; number 3, C, carries -0.01; number 4, C, carries -1.40; number 5, C, carries 0.54